No. 1
C57H79BBaN9O3PS3 | ωB97M-V with the def2-TZVPD basis set

CARTESIAN COORDINATES (ANGSTROEM)
Ba -0.177 -1.575 -0.006
C 0.633 5.347 3.469
C 1.032 5.420 2.033
C 1.623 6.501 1.431
C 1.972 6.490 0.053
N 1.775 5.423 -0.689
N 1.219 4.389 -0.099
B 0.717 2.982 -0.568
N -0.491 3.149 -1.502
N -1.033 4.372 -1.384
C -1.983 4.751 -2.178
C -2.422 3.903 -3.229
C -1.926 2.642 -3.331
C -2.361 1.701 -4.406
C -0.961 2.209 -2.357
S -0.396 0.611 -2.397
C -2.602 6.119 -1.954
C -1.907 6.844 -0.800
C -2.458 6.955 -3.234
C -4.086 5.918 -1.615
N 1.853 2.167 -1.210
N 2.091 2.797 -2.365
C 3.040 2.408 -3.163
C 3.860 1.318 -2.803
C 3.640 0.660 -1.627
C 4.482 -0.505 -1.225
C 2.561 1.087 -0.785
S 2.223 0.208 0.642
C 3.168 3.182 -4.466
C 4.384 2.737 -5.277
C 1.889 2.946 -5.287
C 3.289 4.679 -4.138
C 0.822 4.338 1.168
S 0.141 2.765 1.302
C 2.599 7.712 -0.592
C 1.706 8.935 -0.340
C 3.982 7.939 0.039
C 2.758 7.507 -2.100
H 0.896 6.261 3.996
H 1.123 4.498 3.950
H -0.445 5.189 3.549
H 1.824 7.386 2.022
H -3.146 4.265 -3.947
H -3.038 2.195 -5.100
H -2.867 0.838 -3.968
H -1.496 1.318 -4.949
H -0.844 6.968 -1.012
H -2.007 6.289 0.133
H -2.356 7.829 -0.667
H -1.409 7.028 -3.529
H -2.835 7.962 -3.058
H -3.024 6.531 -4.065
H -4.197 5.292 -0.727
H -4.627 5.450 -2.439
H -4.550 6.884 -1.414
H 4.658 0.995 -3.456
H 5.233 -0.715 -1.983
H 3.861 -1.388 -1.071
H 4.980 -0.305 -0.275
H 4.303 1.692 -5.585
H 5.310 2.873 -4.715
H 4.452 3.344 -6.179
H 1.786 1.893 -5.559
H 1.932 3.534 -6.205
H 1.010 3.252 -4.717
H 4.225 4.882 -3.612
H 2.459 4.999 -3.510
H 3.284 5.261 -5.060
H 1.608 9.167 0.722
H 0.708 8.786 -0.754
H 2.145 9.806 -0.826
H 3.919 8.083 1.119
H 4.438 8.830 -0.392
H 4.639 7.090 -0.158
H 1.795 7.294 -2.567
H 3.428 6.676 -2.309
H 3.170 8.410 -2.550
O -1.878 -7.068 5.769
N -1.267 -6.097 6.170
O -0.748 -5.986 7.260
C -1.196 -4.921 5.286
C -1.294 -3.714 5.877
C -1.258 -2.522 5.100
C -1.390 -1.258 5.700
C -1.355 -0.144 4.907
C -1.179 -0.312 3.529
N -1.037 -1.482 2.938
C -1.082 -2.592 3.705
C -0.959 -3.890 3.078
N -0.785 -3.939 1.743
C -0.692 -5.116 1.158
C -0.738 -6.326 1.848
C -0.900 -6.302 3.209
C -1.032 -5.063 3.866
H -1.411 -3.653 6.951
H -1.521 -1.190 6.772
H -1.461 0.848 5.323
H -1.154 0.556 2.889
H -0.570 -5.099 0.081
H -0.646 -7.265 1.320
H -0.937 -7.223 3.768
O -0.202 -2.869 -1.891
P -0.399 -3.925 -2.967
C 0.174 -3.377 -4.628
C -0.429 -2.002 -4.998
C 0.527 -1.206 -5.885
C 1.804 -0.838 -5.117
C 2.229 -1.976 -4.171
C 1.717 -3.322 -4.688
C -2.170 -4.453 -2.894
C -2.627 -5.382 -4.027
C -3.157 -4.632 -5.250
C -4.263 -3.657 -4.851
C -3.745 -2.638 -3.839
C -3.184 -3.333 -2.601
C 0.529 -5.452 -2.485
C 0.824 -6.457 -3.623
C 2.074 -7.293 -3.306
C 2.100 -7.655 -1.823
C 2.292 -6.395 -0.957
C 1.801 -5.132 -1.683
H -0.183 -4.141 -5.325
H -0.627 -1.425 -4.092
H -1.372 -2.138 -5.524
H 0.030 -0.305 -6.248
H 0.774 -1.802 -6.767
H 1.629 0.068 -4.531
H 2.603 -0.622 -5.830
H 1.816 -1.804 -3.172
H 3.316 -2.000 -4.079
H 2.160 -4.138 -4.122
H 2.034 -3.452 -5.725
H -2.118 -5.049 -1.972
H -3.434 -6.009 -3.641
H -1.812 -6.048 -4.319
H -3.541 -5.358 -5.967
H -2.350 -4.085 -5.746
H -5.095 -4.216 -4.412
H -4.645 -3.142 -5.734
H -4.553 -1.970 -3.534
H -2.971 -2.022 -4.297
H -4.019 -3.788 -2.062
H -2.733 -2.592 -1.934
H -0.159 -5.944 -1.789
H 0.957 -5.958 -4.584
H -0.025 -7.134 -3.729
H 2.982 -6.742 -3.563
H 2.064 -8.195 -3.917
H 2.896 -8.371 -1.621
H 1.157 -8.150 -1.570
H 3.348 -6.264 -0.714
H 1.760 -6.513 -0.010
H 2.587 -4.776 -2.348
H 1.614 -4.335 -0.961

Calculated values
Max |F|   1.94 eV/Å
E_HOMO   -12.3 eV
Total charge   +2
LUMO energy   -4.759 eV
Energy   -4523.97324 Ha

***

No. 2
C57H90O15S5 | ωB97M-V with the def2-TZVPD basis set

CARTESIAN COORDINATES (ANGSTROEM)
C -2.631 3.068 5.884
C -1.960 3.643 4.642
O -2.949 3.676 3.577
S -2.536 4.423 2.109
C -2.710 6.156 2.532
O -1.162 4.044 1.841
O -3.576 3.963 1.163
H -2.868 2.025 5.674
H -3.549 3.613 6.104
H -1.858 3.234 6.634
H -1.499 4.612 4.833
H -1.129 3.000 4.353
H -3.746 6.215 2.865
H -2.527 6.751 1.637
H -1.956 6.374 3.288
C -3.335 -0.290 3.378
C -4.397 0.771 3.245
O -5.674 0.249 3.132
S -6.274 -0.098 1.556
C -6.147 -1.989 1.422
O -7.713 0.210 1.634
O -5.422 0.481 0.501
H -3.539 -0.879 4.272
H -2.400 0.267 3.441
H -3.327 -0.969 2.526
H -4.588 1.310 4.172
H -4.131 1.601 2.590
H -6.701 -2.412 2.260
H -5.091 -2.256 1.475
H -6.659 -2.383 0.544
C 1.076 1.502 2.887
C 1.531 1.587 1.397
O 0.918 0.554 0.714
S 0.602 0.921 -0.890
C -1.167 1.503 -0.635
O 1.242 2.085 -1.477
O 0.443 -0.344 -1.651
H 1.573 2.304 3.432
H 1.257 0.534 3.355
H -0.010 1.558 2.958
H 1.223 2.531 0.948
H 2.619 1.629 1.357
H -1.590 1.772 -1.603
H -1.108 2.403 -0.022
H -1.621 0.665 -0.107
C 3.912 1.807 -4.123
C 3.710 0.956 -5.388
O 2.535 1.439 -6.116
S 1.939 0.440 -7.326
C 1.662 1.660 -8.692
O 2.940 -0.502 -7.722
O 0.686 -0.064 -6.913
H 2.978 2.125 -3.660
H 4.426 2.719 -4.427
H 4.257 1.268 -3.241
H 4.618 0.970 -5.991
H 3.467 -0.027 -4.986
H 1.151 2.570 -8.377
H 1.207 1.239 -9.589
H 2.669 1.926 -9.014
C -0.913 -2.815 1.367
C -1.980 -3.955 1.676
O -2.441 -3.892 2.994
S -3.599 -4.992 3.432
C -3.321 -5.073 5.234
O -4.923 -4.361 3.249
O -3.248 -6.294 2.899
H -0.436 -3.076 0.422
H -0.144 -2.788 2.140
H -1.301 -1.796 1.390
H -2.750 -3.873 0.908
H -1.505 -4.917 1.482
H -3.985 -5.856 5.599
H -3.550 -4.103 5.676
H -2.283 -5.318 5.458
C 1.789 -3.026 -5.813
C 2.650 -4.161 -5.864
C 3.048 -4.734 -4.655
C 2.557 -4.201 -3.435
C 1.939 -2.965 -3.436
C 1.467 -2.389 -4.620
H 1.490 -2.582 -6.751
H 2.841 -4.545 -6.855
H 3.685 -5.606 -4.668
H 2.887 -4.583 -2.480
H 1.672 -2.352 -2.588
H 0.931 -1.459 -4.501
C -0.948 7.802 -0.945
C -0.206 6.754 -0.396
C -0.583 5.392 -0.597
C -1.812 5.069 -1.208
C -2.557 6.196 -1.661
C -2.152 7.534 -1.591
H -0.562 8.796 -0.770
H 0.794 6.897 -0.015
H 0.056 4.571 -0.307
H -2.219 4.071 -1.279
H -3.485 5.901 -2.129
H -2.816 8.280 -2.003
C -2.800 3.740 -5.099
C -3.131 2.417 -5.294
C -2.255 1.343 -5.028
C -1.074 1.591 -4.448
C -0.768 2.898 -4.009
C -1.573 3.950 -4.537
H -3.397 4.639 -5.141
H -4.026 2.151 -5.838
H -2.524 0.394 -5.468
H -0.409 0.740 -4.438
H 0.160 3.108 -3.499
H -1.310 4.943 -4.204
C -3.722 -2.490 -1.842
C -4.815 -2.849 -2.630
C -4.828 -2.694 -4.023
C -3.683 -2.166 -4.632
C -2.540 -1.923 -3.886
C -2.625 -1.966 -2.526
H -3.664 -2.533 -0.764
H -5.786 -3.010 -2.186
H -5.801 -2.790 -4.483
H -3.442 -2.076 -5.681
H -1.572 -1.664 -4.288
H -1.728 -1.823 -1.942
C 5.723 2.221 -0.432
C 5.543 3.506 -0.967
C 6.538 4.376 -1.091
C 7.831 3.954 -0.896
C 8.060 2.602 -0.630
C 7.035 1.710 -0.372
H 4.973 1.463 -0.260
H 4.533 3.855 -1.122
H 6.351 5.438 -1.152
H 8.615 4.664 -1.113
H 9.096 2.356 -0.449
H 7.309 0.701 -0.100
C 4.898 -3.629 0.540
C 5.074 -3.304 -0.835
C 4.409 -2.193 -1.412
C 3.503 -1.476 -0.620
C 3.314 -1.857 0.731
C 4.015 -2.918 1.312
H 5.310 -4.498 1.033
H 5.752 -3.907 -1.421
H 4.361 -1.931 -2.458
H 2.833 -0.748 -1.052
H 2.700 -1.343 1.457
H 3.722 -3.162 2.323
C -0.494 -2.048 5.177
C 1.041 -2.374 5.041
C 1.776 -2.863 6.333
C 1.274 -4.158 6.869
C 1.675 -5.474 6.067
C 2.284 -6.670 6.882
H -1.065 -2.832 5.674
H -0.863 -1.796 4.183
H -0.465 -1.173 5.827
H 1.268 -3.000 4.178
H 1.674 -1.524 4.787
H 1.561 -2.042 7.017
H 2.842 -2.944 6.120
H 1.610 -4.274 7.900
H 0.185 -4.216 6.881
H 0.808 -5.929 5.588
H 2.321 -5.120 5.263
H 1.569 -7.078 7.597
H 2.482 -7.528 6.239
H 3.153 -6.454 7.503

Calculated values
Max |F|   5.35 eV/Å
E_HOMO   -8.7 eV
SMILES string   CCOS(C)(=O)=O.CCOS(C)(=O)=O.CCOS(C)(=O)=O.CCOS(C)(=O)=O.CCOS(C)(=O)=O.c1ccccc1.c1ccccc1.c1ccccc1.c1ccccc1.c1ccccc1.c1ccccc1.CCCCCC
LUMO energy   0.092 eV
Energy   -5345.17984 Ha